Entry 1:
Formula: C8H21NP
Source: the Open Molecules 2025 dataset
Level of theory: the ωB97M-V functional and the def2-TZVPD basis

Net charge: +1
2S+1: 1
Highest occupied orbital energy (spin up / spin down), eV: -10.763 / -10.763
DFT total energy, eV: -19404.4889
Max |F|, eV Å⁻¹: 3.83

Structure (XYZ):
```
31
Properties=species:S:1:pos:R:3:nbo_charge:R:1
C -3.1295 1.1185 0.1809 -0.62
C 1.9744 -1.7429 2.0904 -0.63
C 1.5087 -1.1913 -1.1359 -0.66
C 0.5228 1.6633 -2.5180 -0.42
C -1.7134 1.4182 0.6788 -0.47
C 1.6692 -0.4233 1.3734 -0.43
C -0.5509 1.3725 -0.3199 0.27
C 0.8841 -0.8069 0.1158 -0.52
N -0.6246 1.2691 -1.6792 -0.56
P -0.5040 -1.6544 0.7034 0.89
H -3.7247 1.0596 1.0233 0.24
H -3.4313 1.9057 -0.4542 0.23
H -3.2545 0.0818 -0.2839 0.21
H 1.1763 -2.0788 2.8152 0.21
H 2.2503 -2.4421 1.2041 0.21
H 2.8033 -1.6667 2.7387 0.23
H 1.6118 -0.2092 -1.7125 0.22
H 0.8658 -1.8364 -1.6964 0.22
H 2.4046 -1.8491 -0.9442 0.23
H 0.3587 2.5101 -3.1288 0.23
H 1.3888 1.8533 -1.8695 0.22
H 0.9590 0.8864 -3.1584 0.23
H -1.5784 2.4330 1.0249 0.25
H -1.3257 0.8181 1.5072 0.23
H 2.7068 0.0865 1.0385 0.23
H 1.0000 0.1824 1.8928 0.20
H 0.3010 1.9213 -0.0369 0.20
H -1.5810 1.0194 -2.1751 0.43
H -0.9294 -1.0704 1.8180 -0.01
H -0.5062 -2.9332 1.1170 -0.04
H -1.5319 -1.6944 -0.2094 0.00
```

Entry 2:
Formula: C3H5NO2
Source: the Open Molecules 2025 dataset
Level of theory: the ωB97M-V functional and the def2-TZVPD basis

2S+1: 1
SMILES: [NH3+]C(=O)/C=C/[O-]
Highest occupied orbital energy, eV: -8.655
DFT total energy, eV: -8775.4965
Max |F|, eV Å⁻¹: 0.82

Structure (XYZ):
```
11
Properties=species:S:1:pos:R:3:nbo_charge:R:1
N -0.1259 0.6794 1.6169 -0.88
C 0.0700 -0.6534 0.4613 0.69
O -0.1565 -1.7167 0.9374 -0.55
C 0.2973 0.0481 -0.6964 -0.67
C -0.0107 -0.5551 -1.9634 0.39
O 0.2429 -0.0544 -3.0448 -0.58
H 0.6940 1.0390 2.0993 0.41
H -0.8662 0.4712 2.2832 0.41
H 0.8637 0.9745 -0.6777 0.23
H -0.4484 1.2852 0.8713 0.43
H -0.5601 -1.5177 -1.8872 0.11
```

Entry 3:
Formula: C8H12N2O7
Source: the Open Molecules 2025 dataset
Level of theory: the ωB97M-V functional and the def2-TZVPD basis

2S+1: 1
SMILES: N[C@@H](CC(=O)O)C(=O)N[C@@H](CC(=O)O)C(=O)O
Highest occupied orbital energy, eV: -9.646
DFT total energy, eV: -25802.6943
Max |F|, eV Å⁻¹: 5.41

Structure (XYZ):
```
29
Properties=species:S:1:pos:R:3:nbo_charge:R:1
C -2.2712 0.3624 -0.4774 -0.15
C -0.8365 0.1818 -0.0419 0.69
C -3.3575 -0.4660 0.1624 -0.52
C -3.7122 0.1768 1.6397 0.82
C 1.4706 -0.4876 -0.5367 -0.16
C 1.5497 -1.2014 0.8906 0.82
C 2.4331 0.7254 -0.5634 -0.53
C 3.4809 0.4719 -1.7651 0.78
H -2.3401 1.0914 -2.5304 0.38
H -3.1580 -0.3968 -2.2413 0.38
H -2.4122 1.3982 -0.1630 0.22
H -3.0780 -1.5150 0.1921 0.24
H -4.2714 -0.5852 -0.3467 0.24
H -1.9378 1.1611 1.7522 0.51
H -0.1581 -0.1445 -2.0154 0.44
H 1.9017 -1.3398 -1.1435 0.28
H 2.8887 0.8045 0.3518 0.26
H 1.9560 1.6043 -0.9299 0.23
H 4.1317 2.1062 -1.2529 0.48
H 2.8031 -1.3252 2.3226 0.51
N -2.4827 0.3242 -1.9700 -0.88
N 0.1181 -0.1495 -0.9069 -0.62
O -0.5207 0.5808 1.0333 -0.65
O -4.7471 0.0401 2.1509 -0.56
O -2.8746 1.1171 2.1027 -0.72
O 0.6891 -1.9512 1.2038 -0.56
O 3.6935 -0.6174 -2.2888 -0.57
O 4.4611 1.4106 -1.8523 -0.65
O 2.7594 -0.9129 1.4372 -0.70
```